{
  "formula": "C5H10N3",
  "method": "ωB97M-V with the def2-TZVPD basis set",
  "e_lumo_ha": -0.1350,
  "orbital_gap_ev": 9.52,
  "charge": 1,
  "e_above_lowest_ev": 4.870,
  "energy_ev": -9806.87834,
  "fmax_ha_per_bohr": 0.0762,
  "elements": ["C", "C", "C", "C", "C", "N", "N", "N", "H", "H", "H", "H", "H", "H", "H", "H", "H", "H"],
  "xyz": [[0.75, -1.58, -0.03], [-0.72, -1.13, 0.04], [2.04, 0.32, 0.43], [-0.16, 1.11, 0.32], [-2.55, 0.41, -0.08], [1.83, -0.96, 0.05], [-1.11, 0.26, 0.24], [2.82, 1.04, -0.36], [0.94, -2.67, -0.35], [-1.01, -1.62, -0.83], [-1.34, -1.61, 0.89], [1.78, 0.38, 1.51], [-0.45, 2.11, 0.26], [-2.79, 1.50, 0.06], [-2.85, 0.26, -1.07], [-2.97, -0.41, 0.54], [2.64, 2.03, -0.47], [3.15, 0.57, -1.17]],
  "lowdin_charge": [-0.0692, -0.1147, -0.2187, 0.1421, 0.0097, 0.0750, -0.2103, 0.1666, 0.1627, 0.1073, 0.1704, 0.1571, 0.0562, 0.1230, 0.0789, 0.1134, 0.1350, 0.1157]
}

{
  "formula": "C56H59GaN3OPS2",
  "method": "ωB97M-V with the def2-TZVPD basis set",
  "e_lumo_ha": -0.0445,
  "orbital_gap_ev": 5.09,
  "energy_ev": -148884.88495,
  "fmax_ha_per_bohr": 0.0080,
  "elements": ["Ga", "N", "C", "C", "C", "C", "C", "C", "P", "C", "C", "C", "C", "C", "C", "C", "C", "C", "C", "C", "C", "H", "H", "H", "H", "H", "H", "H", "H", "H", "H", "H", "H", "H", "H", "H", "H", "C", "C", "C", "C", "C", "C", "C", "C", "C", "C", "C", "C", "N", "C", "C", "N", "C", "C", "C", "C", "C", "C", "C", "C", "C", "C", "C", "C", "C", "C", "C", "C", "C", "C", "C", "C", "C", "C", "H", "H", "H", "H", "H", "H", "H", "H", "H", "H", "H", "H", "H", "H", "H", "H", "H", "H", "H", "H", "H", "H", "H", "H", "H", "H", "H", "H", "H", "H", "H", "H", "H", "H", "H", "H", "H", "H", "H", "H", "C", "O", "C", "S", "S", "H", "H", "H"],
  "xyz": [[0.23, 1.20, -0.38], [-1.49, -0.34, -1.07], [-2.90, -0.39, -0.81], [-3.61, -1.55, -1.11], [-4.97, -1.61, -0.89], [-5.65, -0.51, -0.37], [-4.94, 0.64, -0.09], [-3.57, 0.72, -0.29], [-2.58, 2.22, 0.02], [-3.43, 3.04, 1.42], [-3.87, 2.29, 2.51], [-4.37, 2.92, 3.64], [-4.42, 4.31, 3.70], [-3.96, 5.06, 2.63], [-3.47, 4.43, 1.50], [-3.00, 3.27, -1.41], [-4.27, 3.82, -1.60], [-4.55, 4.56, -2.73], [-3.56, 4.75, -3.70], [-2.30, 4.21, -3.52], [-2.02, 3.48, -2.38], [-1.13, -1.28, -1.16], [-1.37, 0.07, -2.04], [-3.09, -2.39, -1.55], [-5.51, -2.52, -1.14], [-6.72, -0.55, -0.21], [-5.47, 1.50, 0.32], [-3.83, 1.21, 2.47], [-4.73, 2.33, 4.47], [-4.80, 4.80, 4.59], [-3.99, 6.14, 2.67], [-3.12, 5.03, 0.66], [-5.04, 3.67, -0.86], [-5.54, 4.98, -2.87], [-3.79, 5.32, -4.59], [-1.54, 4.33, -4.28], [-1.04, 3.04, -2.27], [0.06, 3.68, 2.53], [0.69, 2.53, 3.31], [1.47, 3.06, 4.52], [-0.38, 1.53, 3.71], [-1.17, 1.76, 4.84], [-2.14, 0.85, 5.23], [-2.36, -0.29, 4.49], [-1.63, -0.55, 3.34], [-1.84, -1.84, 2.56], [-3.33, -2.19, 2.44], [-1.08, -2.99, 3.21], [-0.63, 0.35, 2.98], [0.24, 0.04, 1.88], [1.38, -0.44, 2.20], [2.47, -0.61, 1.16], [2.22, -0.33, -0.04], [3.27, -0.26, -1.01], [3.34, -1.26, -1.98], [4.32, -1.15, -2.96], [5.20, -0.08, -2.96], [5.10, 0.90, -2.00], [4.13, 0.85, -1.01], [4.00, 2.00, -0.01], [5.25, 2.13, 0.87], [3.72, 3.32, -0.73], [2.34, -2.40, -1.99], [1.21, -2.08, -2.97], [2.98, -3.75, -2.29], [3.68, -1.07, 1.87], [4.94, -1.42, 1.47], [5.85, -1.87, 2.46], [5.50, -1.99, 3.78], [4.20, -1.65, 4.21], [3.68, -1.74, 5.53], [2.38, -1.39, 5.79], [1.50, -0.92, 4.79], [1.98, -0.82, 3.50], [3.32, -1.19, 3.23], [0.83, 4.38, 2.19], [-0.65, 4.23, 3.15], [-0.48, 3.32, 1.65], [1.40, 2.04, 2.66], [0.88, 3.75, 5.11], [2.36, 3.59, 4.17], [1.80, 2.24, 5.17], [-1.01, 2.66, 5.42], [-2.72, 1.05, 6.13], [-3.13, -0.99, 4.80], [-1.43, -1.69, 1.56], [-3.72, -2.55, 3.39], [-3.46, -2.98, 1.70], [-3.92, -1.33, 2.12], [-1.39, -3.12, 4.25], [0.00, -2.83, 3.21], [-1.28, -3.93, 2.69], [4.38, -1.90, -3.73], [5.96, -0.01, -3.73], [5.78, 1.75, -2.02], [3.15, 1.81, 0.64], [6.13, 2.34, 0.26], [5.44, 1.21, 1.43], [5.13, 2.94, 1.58], [4.55, 3.61, -1.38], [3.57, 4.12, 0.00], [2.82, 3.25, -1.34], [1.90, -2.46, -0.99], [1.60, -1.98, -3.99], [0.72, -1.13, -2.74], [0.46, -2.87, -2.98], [3.32, -3.80, -3.33], [2.25, -4.55, -2.15], [3.83, -3.95, -1.64], [5.25, -1.34, 0.44], [6.85, -2.14, 2.15], [6.23, -2.34, 4.50], [4.32, -2.09, 6.33], [2.01, -1.47, 6.81], [0.49, -0.66, 5.05], [1.92, 2.13, -4.24], [0.63, 1.63, -3.89], [-0.04, 0.77, -4.72], [0.63, 0.20, -6.13], [-1.58, 0.38, -4.12], [1.85, 3.22, -4.29], [2.25, 1.73, -5.20], [2.61, 1.84, -3.45]],
  "lowdin_charge": [0.7647, -0.0482, -0.3236, -0.0322, -0.0765, -0.0792, -0.0877, -0.2942, 1.0468, -0.3705, -0.1012, -0.0842, -0.0858, -0.0819, -0.1004, -0.3597, -0.0969, -0.0787, -0.0764, -0.0703, -0.1183, 0.0789, -0.0792, 0.1191, 0.1074, 0.1042, 0.1039, 0.0921, 0.1025, 0.1008, 0.1037, 0.1078, 0.1024, 0.1020, 0.1036, 0.1107, 0.0433, -0.0527, -0.3656, -0.0589, -0.1448, -0.0318, -0.0771, -0.0408, -0.1551, -0.3611, -0.0623, -0.0438, -0.1736, 0.1158, -0.1461, -0.1552, 0.0762, -0.1837, -0.1386, -0.0183, -0.0599, -0.0417, -0.1509, -0.3755, -0.0476, -0.0586, -0.3697, -0.0493, -0.0665, -0.0689, 0.0099, -0.0471, -0.0059, -0.1453, -0.0047, -0.0420, 0.0166, -0.0684, -0.0703, 0.0853, 0.0864, 0.0155, 0.1088, 0.0758, 0.0806, 0.0784, 0.1162, 0.1078, 0.1145, 0.1167, 0.0777, 0.0807, 0.0713, 0.0876, 0.0656, 0.0834, 0.1160, 0.1065, 0.1132, 0.0946, 0.0805, 0.0618, 0.0806, 0.0805, 0.0804, 0.0601, 0.1209, 0.0776, 0.0443, 0.0885, 0.0755, 0.0795, 0.0803, 0.1191, 0.1094, 0.1170, 0.1173, 0.1093, 0.1090, -0.1131, -0.3269, -1.3751, 0.5363, 0.5487, 0.0891, 0.0145, 0.0671]
}

{
  "formula": "C3H19N2O4",
  "method": "ωB97M-V with the def2-TZVPD basis set",
  "e_lumo_ha": -0.1039,
  "orbital_gap_ev": 10.79,
  "charge": 1,
  "e_above_lowest_ev": 0.698,
  "energy_ev": -14583.27144,
  "fmax_ha_per_bohr": 0.0417,
  "elements": ["C", "N", "C", "N", "C", "H", "H", "H", "H", "H", "H", "H", "H", "H", "H", "H", "H", "H", "O", "H", "H", "O", "H", "H", "O", "H", "H", "O"],
  "xyz": [[1.00, 2.21, 0.21], [1.91, 1.55, -0.75], [1.04, 1.58, 1.60], [1.42, 0.17, 1.45], [1.67, -0.47, 2.77], [1.38, 3.22, 0.12], [-0.04, 2.20, -0.12], [2.17, 2.24, -1.44], [1.40, 0.90, -1.34], [1.69, 2.18, 2.24], [0.11, 1.75, 2.14], [2.17, 0.15, 0.76], [0.61, -0.28, 0.97], [2.68, -0.27, 3.09], [0.88, -0.23, 3.45], [1.70, -1.55, 2.61], [-1.43, 1.94, -1.77], [-1.11, 0.55, -2.35], [-1.08, 1.08, -1.55], [-0.31, -1.91, -0.28], [-1.42, -1.26, 0.48], [-0.53, -1.63, 0.62], [-3.60, -0.96, -0.16], [-3.03, -1.43, -1.49], [-2.84, -0.86, -0.74], [-1.15, -2.22, -3.25], [-0.70, -3.24, -2.15], [-1.46, -2.80, -2.54]],
  "lowdin_charge": [-0.2321, -0.0006, -0.1475, -0.0207, 0.0086, 0.1227, 0.0820, 0.0825, 0.0618, 0.1340, 0.1369, 0.1533, 0.1169, 0.1070, 0.1009, 0.1027, 0.0632, 0.0454, -0.0582, 0.0410, 0.0274, -0.0405, 0.0687, 0.0431, -0.0609, 0.0470, 0.0454, -0.0301]
}